No. 1
Computed, not measured: a structure of composition C52H39F15GeN3O5RuS2Si in a non-equilibrium geometry, with wB97M-V/def2-TZVPD.

Structure (XYZ):
```
119
Properties=species:S:1:pos:R:3:forces:R:3:mulliken_charge:R:1
Ru -0.21760 -0.05930 -0.40290 0.41 0.09 0.38 0.58
Ge -2.96120 2.79940 -2.17660 -0.41 1.07 -0.48 1.44
S -1.16430 -1.05750 1.66920 0.16 0.01 -0.68 -0.62
S -2.26140 0.94470 -1.30660 0.06 -0.20 0.09 -0.39
Si 2.86590 -0.72060 1.62530 1.07 -1.03 1.48 -2.85
F 0.06210 8.11590 -1.41300 -0.10 -0.19 -0.05 -0.34
F -0.91500 7.55270 -3.88670 0.01 -0.10 0.08 -0.33
F -4.86940 4.89260 -3.22000 -0.29 0.21 -0.04 -0.37
F -0.25790 6.32520 0.62620 -0.13 -0.03 -0.15 -0.35
F -4.40980 2.29570 0.63720 -0.21 -0.03 0.24 -0.18
F -4.09330 1.59390 -8.06120 0.05 0.02 0.20 -0.30
F -6.12860 1.43590 -6.26190 0.13 0.03 0.05 -0.30
F -8.09050 5.20020 0.22230 0.17 -0.07 -0.09 -0.30
F -7.16930 6.00050 -2.22360 -0.01 -0.07 0.06 -0.30
F -2.18960 5.19330 -4.33980 0.07 0.33 -0.14 -0.34
F -1.13760 2.76010 -4.54530 0.24 -0.12 -0.46 -0.08
F -1.68260 4.01930 0.15280 0.19 0.23 0.22 -0.35
F -1.58300 2.23510 -7.24210 -0.02 -0.01 0.01 -0.30
F -5.63060 2.00270 -3.61480 -0.20 -0.13 -0.34 -0.33
F -6.68920 3.34690 1.66210 -0.02 0.08 -0.15 -0.31
O 1.02850 0.23720 -2.37660 -0.96 -1.28 1.21 -0.59
O 2.08670 -0.05210 0.41640 -1.38 0.49 -1.41 3.96
O -0.18820 1.71080 1.23760 0.60 -0.51 -1.24 -0.80
O 2.05750 1.57130 -3.81750 0.23 0.16 -0.51 -0.72
O -0.22240 -2.31870 -1.07650 -0.85 1.33 0.77 -0.72
N 2.18430 2.31050 -0.61480 -0.31 -0.39 0.56 0.86
N -1.04980 1.57750 2.20090 -0.74 -0.32 0.67 1.01
N 1.93640 -2.28070 -1.65410 -0.37 0.15 0.36 2.16
C -1.90980 4.53880 -2.10320 -0.03 -0.63 0.16 0.38
C -1.06780 6.66860 -2.90000 -0.06 -0.10 0.06 0.29
C 1.85080 1.20190 3.52530 0.00 0.11 -0.12 -0.20
C -6.51020 5.07100 -1.52990 0.15 -0.08 0.01 0.08
C -2.35630 2.45350 -5.01130 -0.34 -0.03 0.17 0.10
C -3.86090 1.84860 -6.77400 0.03 0.02 0.25 0.59
C 2.58600 -2.60110 1.82910 0.13 0.83 -0.23 1.14
C 2.45780 -0.03690 3.36130 0.06 -0.14 -0.74 1.01
C 0.40350 -3.79990 -2.82220 -0.13 -0.04 0.22 -1.10
C 5.26200 -0.35300 0.04080 -0.12 0.02 -0.05 0.67
C 3.33990 -4.88020 1.56870 0.15 -0.14 -0.08 -0.44
C 7.00040 -0.87440 2.11580 0.13 -0.04 0.12 -0.81
C 7.50180 -0.64220 0.84500 0.04 0.00 0.00 -0.65
C 3.51940 -3.52200 1.36750 0.04 0.02 -0.03 -0.74
C -1.71930 5.45580 -3.12230 0.07 0.02 0.28 -0.15
C -0.57830 6.96780 -1.63120 -0.08 -0.22 -0.03 0.77
C 1.68600 0.87250 5.89380 -0.02 0.06 0.06 -0.83
C 6.62660 -0.37210 -0.19290 0.13 0.01 -0.19 -1.09
C 2.69750 -0.79670 4.50290 0.11 -0.05 -0.03 -0.12
C -6.26660 3.72100 0.45030 0.12 -0.03 -0.08 -0.04
C 3.50440 -4.06840 -2.32330 -0.02 0.05 -0.30 -0.36
C 4.74450 -0.57900 1.30940 -0.81 0.05 0.11 0.13
C -1.60130 0.36990 2.51620 0.08 0.03 -0.07 0.45
C -4.64190 2.06570 -4.52070 0.14 0.09 -0.01 0.43
C 3.08060 -2.60530 -2.47210 0.25 -0.39 -0.14 -0.54
C -5.34510 4.50310 -2.02710 -0.01 -0.04 0.27 0.54
C 3.49540 2.70690 -1.16560 0.72 0.31 -0.28 -0.29
C -2.23210 2.62730 3.98150 -0.01 -0.22 -0.09 -1.10
C 5.63670 -0.83400 2.34190 0.08 0.03 0.08 -0.42
C 2.63460 -5.01560 -3.14440 0.00 -0.07 0.36 -0.87
C -2.57390 2.18110 -6.35420 0.01 0.03 0.13 -0.21
C 0.69950 -2.73130 -1.79390 0.94 -0.68 -0.73 0.55
C -1.37020 2.67140 2.91610 -0.15 0.55 0.29 -0.48
C 1.45050 1.64930 4.77290 -0.01 0.18 0.06 -0.40
C -6.97750 4.66710 -0.28030 0.21 -0.09 -0.07 0.61
C 1.67590 3.88580 -2.26930 -0.06 -0.19 -0.02 -0.01
C 2.21890 -5.34000 2.23750 0.01 -0.11 0.00 -0.76
C -2.50440 0.30000 3.58130 -0.04 0.22 0.05 -0.93
C -1.44320 4.88390 -0.84880 0.03 0.05 -0.14 -0.02
C -4.90270 1.77270 -5.85360 0.09 0.09 0.05 0.15
C -0.75530 6.06070 -0.59010 -0.11 -0.03 -0.09 -0.19
C -3.38440 2.43510 -4.08870 0.12 -0.16 0.44 -0.31
C -2.81460 1.41030 4.32690 0.13 0.00 -0.18 -0.49
C -4.62850 3.54850 -1.32970 0.38 -0.46 -0.08 0.05
C 1.24220 2.52860 -1.73920 -0.48 -0.27 -0.91 1.37
C -5.10230 3.17910 -0.08580 -0.04 0.17 -0.10 -0.09
C 1.19790 -5.09640 -2.63440 0.09 0.07 -0.28 -0.53
C 1.47720 -3.07850 2.51660 -0.13 -0.06 0.07 -0.35
C 1.46850 1.33900 -2.78360 0.02 1.52 0.64 -0.15
C 3.20520 3.78460 -2.22790 -0.03 0.13 -0.12 -0.96
C 2.33120 -0.34480 5.75690 -0.03 -0.06 0.16 -0.88
C 1.29090 -4.43390 2.72080 -0.13 0.01 0.08 -0.92
H 1.29690 4.05860 -3.27350 -0.02 -0.02 -0.01 0.32
H 3.66430 4.74160 -1.99100 0.07 0.00 0.07 0.39
H 1.90490 2.89980 0.17340 0.06 -0.01 -0.11 0.42
H 1.66490 1.81100 2.65220 -0.10 0.07 -0.05 -0.03
H -2.46150 3.52760 4.52650 0.06 0.14 -0.01 0.56
H 0.95690 2.60700 4.87160 -0.02 0.06 0.02 0.45
H 8.56710 -0.67840 0.66630 0.06 0.02 -0.02 0.38
H 2.07230 -6.39960 2.38860 0.02 -0.09 0.05 0.38
H 0.68160 -5.88340 -3.18940 -0.03 0.01 0.11 0.42
H 4.57830 -0.17100 -0.77680 -0.05 0.06 -0.15 -0.08
H 2.53260 -0.94990 6.62880 0.01 -0.06 0.08 0.41
H 4.40570 -3.16800 0.85770 0.12 -0.03 -0.05 0.43
H 1.19370 -5.37260 -1.57730 -0.03 -0.09 0.01 0.27
H 3.56380 3.44980 -3.19910 0.05 0.04 0.11 0.36
H 2.03720 -1.52610 -0.97450 0.15 -0.08 -0.10 -1.71
H 2.17820 1.27880 -0.20530 0.17 0.24 -0.06 -0.94
H 4.09060 -5.57800 1.22240 0.01 -0.07 -0.06 0.48
H 1.37250 1.21570 6.86910 -0.01 0.03 0.08 0.40
H 0.75250 -2.37660 2.90330 -0.02 -0.04 0.09 0.69
H 4.54210 -4.17040 -2.64650 0.04 0.05 0.02 0.42
H 0.20150 2.47120 -1.38700 0.28 0.11 0.04 -1.25
H 3.44900 -4.34230 -1.26870 0.10 0.01 0.04 -0.05
H 7.67490 -1.09520 2.93060 0.07 0.01 0.07 0.45
H -2.95810 -0.65720 3.78240 0.05 -0.09 0.05 0.52
H 0.59980 -3.38320 -3.81370 -0.02 0.04 -0.05 0.34
H 2.87060 -2.38150 -3.52490 0.05 0.09 0.08 0.42
H 3.17400 -1.76100 4.40710 0.01 -0.18 0.03 0.41
H 4.15520 3.04970 -0.37190 -0.03 -0.14 0.07 0.62
H 7.00670 -0.18430 -1.18740 0.04 -0.01 -0.08 0.46
H -0.66560 -4.01340 -2.74590 0.14 0.17 -0.03 0.40
H 3.93130 1.83220 -1.64670 -0.03 -0.01 0.20 0.08
H -3.49720 1.33970 5.15640 -0.13 0.00 0.10 0.49
H 3.89410 -1.95610 -2.14860 -0.10 0.04 -0.03 0.21
H 1.31760 4.68260 -1.61180 -0.03 -0.03 -0.01 0.11
H 0.43180 -4.77730 3.27780 -0.12 -0.07 0.00 0.47
H 3.06920 -6.01760 -3.11470 0.02 0.02 -0.06 0.39
H 5.25470 -1.00800 3.33590 0.01 -0.05 0.21 0.29
H 2.63320 -4.68740 -4.18780 0.00 -0.06 -0.06 0.32
H -0.90420 3.58730 2.58860 0.10 -0.07 -0.12 0.58
```
Forces are in eV/Å.

The value obtained for the HOMO-LUMO gap (alpha / beta) is 8.3 / 6.4 eV. The calculation puts the energy above the lowest of the compared OMol25 structures with the same formula, charge and spin at 0.0 kJ/mol. The value obtained for the LUMO energy (alpha / beta) is 0.014 / -2.017 eV. The spin multiplicity is 6.

---

No. 2
Computed, not measured: a structure of composition C52H40AsBiN11O in a non-equilibrium geometry, with wB97M-V/def2-TZVPD.

Structure (XYZ):
```
106
Properties=species:S:1:pos:R:3:forces:R:3:mulliken_charge:R:1
Bi 0.24490 -0.01377 0.12542 -0.65 0.55 0.48 3.45
As 2.85526 3.36268 -0.32221 0.18 -1.29 -1.91 0.42
O 2.04823 1.88481 -0.07564 0.18 1.42 -0.01 -0.73
N -1.39821 -3.23250 0.53860 -3.42 1.04 3.60 -0.06
N -1.36700 1.69213 -0.44079 1.59 0.18 -1.39 0.02
N 0.66706 0.33505 -2.17645 -2.75 1.93 2.42 0.19
N 2.48943 -1.82898 1.03799 -0.47 -0.40 -0.28 -0.16
N -3.27199 1.17878 0.88359 -0.81 1.15 0.39 -0.25
N 1.53005 -1.73437 -2.81483 -2.31 -1.09 0.16 -0.26
N -1.95200 -0.80802 0.54461 -0.78 -1.48 1.64 -0.25
N -0.56669 1.12654 2.87644 0.27 -1.14 0.11 0.08
N -0.01929 -2.14197 -0.95574 1.29 2.82 -1.76 -0.08
N -0.15463 2.62185 -2.37145 0.50 -0.62 -0.34 -0.14
N 0.31304 -1.53758 2.60150 0.07 -0.42 0.24 0.10
C -0.53978 -3.60396 4.23939 -0.62 0.64 0.46 -1.38
C 4.04656 3.13394 -1.93595 -0.04 0.11 -0.32 -0.85
C 2.48277 -4.20100 1.23884 0.98 1.75 -1.87 -0.68
C 2.47566 0.77383 -6.36716 -0.04 0.22 -1.68 -0.63
C -1.89982 2.78644 3.90042 0.33 0.46 0.06 -1.02
C -0.48907 -3.19462 -0.31956 0.97 -3.09 -2.14 0.15
C -4.14287 -3.25235 2.29450 2.21 -2.15 0.64 -0.19
C 1.70737 4.84327 -0.92827 -1.14 -0.31 -0.36 -0.93
C -5.75776 -1.67153 3.09707 -3.81 -3.40 2.38 -0.48
C -2.88651 3.36698 -0.20868 0.18 -1.01 0.04 0.16
C -2.21612 0.47879 4.45993 0.39 -0.03 -0.44 -0.90
C 3.83300 3.76006 1.28180 -1.30 0.69 0.40 -1.01
C -1.08140 -2.32786 4.34624 -0.67 -0.06 0.90 -0.14
C -0.86558 2.41893 3.07832 -0.28 -0.46 -0.95 0.71
C 1.23892 -0.43971 -2.99421 4.28 -2.93 -2.56 -0.44
C 0.90875 -2.73407 2.57483 -0.48 -0.35 -0.15 0.14
C 1.79030 0.31609 -4.18761 -2.60 0.31 0.15 0.77
C -2.54099 1.99441 0.17191 1.65 0.36 -0.96 -0.33
C 1.50268 -4.78500 -2.96722 -0.38 -3.31 -0.85 -0.14
C 0.50418 1.52238 -2.77524 -0.37 4.32 -0.97 -0.16
C -3.92996 -0.96125 1.78434 -0.11 0.35 -0.57 0.68
C 2.25582 -0.13672 -5.41880 1.61 -2.88 3.12 -0.83
C 0.09802 -4.44378 -1.04350 -1.08 0.81 0.74 0.19
C -1.16312 0.13357 3.59564 -0.35 0.46 0.52 0.85
C 3.49049 -4.32703 0.25088 -0.72 -0.80 0.81 -0.67
C 4.02532 -0.66776 -0.40018 -0.16 0.22 -1.02 -1.40
C 3.99277 -3.16513 -0.27997 -1.32 -0.66 1.41 -0.97
C 3.44098 -1.93352 0.13214 1.37 -0.65 -0.47 1.14
C -4.12533 5.34058 -0.52163 -0.43 -1.60 -0.86 -0.88
C -5.19279 -0.73712 2.39702 3.00 3.77 -2.04 -0.46
C -1.92508 3.79006 -1.16660 -0.88 1.63 -0.59 0.39
C 1.21445 1.59954 -4.09243 -0.22 -1.13 0.42 0.02
C 1.88265 2.03037 -6.30372 1.13 1.57 -1.93 -0.67
C -3.28722 5.66526 -1.58963 1.30 -0.33 -0.59 -0.44
C 1.22733 -6.19079 -2.82891 -1.05 1.12 1.59 -0.70
C 0.71909 -2.51718 -2.02029 3.01 2.41 -0.84 -0.15
C 0.82742 -3.93721 -2.16282 -1.49 -0.75 3.36 -0.11
C -0.14291 -5.79481 -0.78906 -0.42 0.22 -1.55 -0.48
C 0.33344 -6.66356 -1.77099 2.32 0.37 -1.40 -0.74
C 1.22339 2.48445 -5.22661 -0.38 -1.54 3.13 -0.16
C -2.14807 -2.12312 1.00655 1.63 -0.87 -2.63 -0.65
C -4.03260 4.05223 0.09635 -0.24 3.37 0.32 -0.06
C 0.49630 -3.79738 3.38116 0.55 -0.36 -0.02 -0.76
C -2.59081 1.80871 4.52108 -1.01 -0.41 1.50 -0.80
C -3.02431 -0.08947 1.04316 0.28 -0.65 -0.01 -0.32
C -0.98662 2.74580 -1.37034 -0.89 -3.04 1.95 -0.22
C -0.08570 3.43982 2.30309 1.18 -1.95 1.70 -0.30
C 1.97493 -2.96615 1.57386 1.00 1.17 -0.25 0.94
C -5.25938 -3.02591 3.04327 -0.29 1.17 -0.28 -0.91
C -2.12190 4.95261 -1.94631 -1.62 -1.27 1.45 -0.69
C -0.64675 -1.32183 3.52587 0.64 1.79 -1.14 0.24
C -3.38614 -2.22638 1.73369 -0.42 0.83 -0.03 0.01
H 1.26778 4.56051 -1.93112 0.23 -0.20 1.33 0.19
H 3.76186 0.05074 0.34372 -0.42 1.05 0.00 0.25
H 4.08875 2.81798 1.74651 0.26 -0.18 -0.06 0.36
H -4.78034 3.86606 0.88039 0.56 -0.72 -0.55 0.45
H 1.67952 -6.87129 -3.54855 -0.19 0.01 0.33 0.44
H 3.82820 -5.36394 -0.05602 -0.30 1.52 0.39 0.38
H -3.56565 -4.19913 2.26919 -1.16 0.06 0.06 0.45
H 1.00532 -4.75593 3.39395 -0.03 0.19 -0.30 0.42
H -0.36845 4.43743 2.52773 -0.10 0.84 0.03 0.47
H 4.37774 4.15796 -2.32505 -0.21 -1.51 0.70 0.37
H -5.02350 5.94675 -0.45056 0.12 -0.09 0.49 0.36
H 0.93971 3.16436 2.59490 0.11 0.85 0.03 0.31
H 0.16000 -7.73616 -1.68674 -0.09 0.27 -0.12 0.42
H 4.88047 2.37522 -1.83875 -0.76 1.21 0.35 0.32
H -3.38797 2.16244 5.17798 0.03 -0.58 -0.07 0.43
H -3.57511 6.42440 -2.27968 -0.23 0.87 -0.02 0.44
H 2.00155 -5.02673 1.56495 -1.20 -2.63 1.21 0.38
H 2.14930 5.80802 -1.15014 0.82 0.00 0.44 0.57
H -1.58304 5.07637 -2.87575 0.15 0.40 0.20 0.46
H 4.67300 4.42424 1.11833 0.12 -0.02 -0.01 0.43
H 3.07051 4.25227 1.93272 0.72 -0.22 -0.32 0.30
H 3.58529 -0.42669 -1.43269 0.74 -0.13 1.48 0.10
H -5.56012 0.27665 2.33329 -0.26 0.07 0.12 0.56
H -1.81061 -2.13027 5.12781 -0.03 -0.04 -0.30 0.34
H 5.12807 -0.65622 -0.41682 -0.42 -0.41 -0.38 0.53
H 3.39436 2.67811 -2.71773 0.13 0.48 0.58 0.10
H -2.14283 3.79490 4.16598 0.05 0.55 -0.42 0.45
H -5.79260 -3.83002 3.52493 0.05 -0.04 0.10 0.47
H 2.66594 -1.19114 -5.38255 -0.56 1.28 -0.69 0.33
H -0.94225 -4.38680 4.86327 0.16 -0.16 0.07 0.49
H -0.86109 -6.20744 -0.08096 0.40 0.57 0.29 0.51
H 2.01507 2.77352 -7.11772 -0.07 -0.90 0.29 0.31
H -6.76128 -1.43263 3.62236 1.86 -0.64 -0.78 0.31
H -2.73065 -0.19740 5.11945 -0.02 -0.45 -0.19 0.33
H 3.03979 0.44254 -7.20833 0.16 0.21 -0.79 0.47
H 0.90559 5.02695 -0.17421 0.44 -0.34 -0.67 0.24
H 0.74318 3.42268 -5.18584 -0.42 0.90 0.00 0.59
H 4.82503 -3.29857 -0.88422 1.29 0.57 -1.45 0.57
H 2.14350 -4.50068 -3.76491 0.37 0.55 -0.49 0.65
H -0.08617 3.16441 1.29419 -0.40 0.02 -1.80 -0.64
```
Forces are in eV/Å.

The value obtained for the HOMO-LUMO gap (alpha / beta) is 5.1 / 5.1 eV. The value obtained for the LUMO energy (alpha / beta) is -3.626 / -3.687 eV. Its charge is +1.

---

Q: Number 1 is which compound?
A: C52H39F15GeN3O5RuS2Si